No. 1
DFT (the ωB97M-V functional and the def2-TZVPD basis) results for one molecule with the formula C19H23FN4O3S in a non-equilibrium geometry.

Cartesian coordinates (Å):
C1 3.6138 -1.6943 -2.3386
C2 2.4894 -1.7447 -3.3719
C3 2.4083 -3.1160 -4.0363
N1 1.2235 -1.4398 -2.7354
C4 0.5284 -0.3152 -2.9507
O1 0.8447 0.5623 -3.7306
C5 -0.7188 -0.2172 -2.0614
N2 -0.3458 0.1639 -0.7070
C6 0.0197 1.5675 -0.5355
C7 -1.0843 2.5185 -0.9273
C8 -1.2026 2.9464 -2.2467
C9 -2.2183 3.8082 -2.6196
C10 -3.1073 4.2441 -1.6542
F1 -4.1032 5.0833 -2.0105
C11 -2.9961 3.8576 -0.3315
C12 -1.9767 2.9933 0.0266
C13 -0.0563 -0.8406 0.1519
O2 -0.0710 -2.0083 -0.2116
C14 0.2084 -0.4872 1.6034
C15 -1.0997 -0.0214 2.2735
C16 -0.7876 0.9590 3.3683
O3 -0.8285 2.1602 3.2220
N3 -0.3951 0.4555 4.5900
C17 -0.2834 -0.8355 5.0221
N4 -0.4496 -1.9049 4.3292
C18 -0.2633 -3.0225 5.0728
C19 0.0591 -2.8164 6.3719
S1 0.1377 -1.1269 6.7133
H1 3.6706 -0.7055 -1.8894
H2 3.4323 -2.4244 -1.5520
H3 4.5676 -1.9169 -2.8088
H4 2.6454 -0.9691 -4.1291
H5 2.2253 -3.8845 -3.2881
H6 3.3402 -3.3417 -4.5472
H7 1.5995 -3.1367 -4.7623
H8 0.9016 -2.0694 -2.0080
H9 -1.3995 0.5321 -2.4654
H10 -1.2199 -1.1858 -2.0131
H11 0.2842 1.7526 0.5030
H12 0.8949 1.7661 -1.1679
H13 -0.4905 2.6099 -2.9869
H14 -2.3220 4.1453 -3.6386
H15 -3.6925 4.2358 0.3997
H16 -1.8610 2.7168 1.0639
H17 0.9827 0.2770 1.6818
H18 0.5647 -1.3889 2.1015
H19 -1.6261 -0.8874 2.6698
H20 -1.7305 0.4880 1.5438
H21 -0.1899 1.1701 5.2803
H22 -0.3775 -3.9782 4.5961
H23 0.2552 -3.5342 7.1408

Summary:
**Highest occupied orbital energy**: -9.051 eV
**Relative energy (zero: lowest compared OMol25 entry of this formula, charge and spin)**: 4.2 kcal per mole
**HOMO-LUMO gap**: 0.347 Ha
**M**: 406.483 Da
**SMILES string**: CC(C)NC(=O)CN(Cc1ccc(F)cc1)C(=O)CCC(=O)Nc1nccs1
**Charge**: 0

Results of the natural (NBO) charge analysis, in e, for atoms 1 through 5:
1 C -0.609
2 C -0.058
3 C -0.607
4 N -0.623
5 C 0.667

No. 2
DFT (the ωB97M-V functional and the def2-TZVPD basis) results for C19H15N7O7SV as an isolated structure in a non-equilibrium geometry.

Cartesian coordinates (Å):
V1 -0.0326 0.1930 0.0552
C1 -3.4635 0.5594 2.0362
C2 -2.5801 -0.6312 1.9672
N1 -1.4311 -0.7432 1.3240
C3 -0.9651 -2.0073 1.5637
C4 -1.8502 -2.6775 2.3812
N2 -2.8649 -1.7850 2.6143
C5 -1.8640 -4.0278 3.0084
O1 -0.8326 -4.7976 2.7745
O2 -2.8005 -4.3470 3.7067
C6 0.3108 -2.4301 0.9191
O3 0.7709 -3.5526 1.1820
O4 0.8081 -1.5754 0.1432
H1 -2.9261 1.4368 1.6834
H2 -3.7948 0.7228 3.0618
H3 -4.3398 0.4142 1.4025
H4 -3.6745 -2.0133 3.1760
H5 -0.1324 -4.3839 2.1500
N3 3.4175 1.8718 -1.1997
C7 3.0443 1.5556 -2.4775
C8 1.8451 0.9068 -2.3850
N4 1.4755 0.8281 -1.0863
C9 2.4359 1.4224 -0.3745
C10 2.2259 1.4502 1.0241
N5 1.1089 0.8416 1.4417
C11 1.0744 0.9576 2.7926
C12 2.1737 1.6460 3.2121
N6 2.9027 1.9493 2.0937
H6 4.2309 2.4084 -0.9459
H7 3.6452 1.8173 -3.3257
H8 1.2347 0.4943 -3.1671
H9 0.2698 0.5422 3.3695
H10 2.4898 1.9377 4.1931
H11 3.7368 2.5126 2.0767
O5 -2.7078 0.7804 -1.0833
C13 -2.1597 1.8307 -0.7436
N7 -0.9260 1.8248 -0.2314
S1 -0.3240 3.3042 0.0589
O6 -0.0212 3.4561 1.4608
O7 0.7792 3.5949 -0.8233
C14 -1.8220 4.1731 -0.3840
C15 -2.1306 5.5085 -0.3126
C16 -3.4327 5.8905 -0.6162
C17 -4.3712 4.9400 -0.9907
C18 -4.0399 3.5965 -1.0935
C19 -2.7417 3.2054 -0.7800
H12 -1.3839 6.2277 -0.0179
H13 -3.7175 6.9289 -0.5462
H14 -5.3818 5.2571 -1.2003
H15 -4.7786 2.8703 -1.3980

Summary:
**Highest occupied orbital energy (spin up / spin down)**: -7.240 / -5.267 eV
**Relative energy (zero: lowest compared OMol25 entry of this formula, charge and spin)**: 15.6 kcal per mole
**HOMO-LUMO gap (spin up / spin down)**: 0.264 / 0.192 Ha
**M**: 536.382 Da
**Multiplicity**: 2
**Charge**: 0
**⟨S²⟩**: 1.0243

Results of the natural (NBO) charge analysis, in e, for atoms 1 through 5:
1 V 1.237
2 C -0.659
3 C 0.434
4 N -0.515
5 C 0.002

No. 3
DFT (the ωB97M-V functional and the def2-TZVPD basis) results for a 2-piece molecular cluster, C3H13N2O overall.

Cartesian coordinates (Å):
C1 2.4313 0.0325 -1.0282
N1 1.0148 -0.1499 -1.4203
H1 2.5187 0.9212 -0.4032
H2 2.7579 -0.8419 -0.4635
H3 3.0844 0.1543 -1.8894
H4 0.7080 0.6523 -1.9637
H5 -0.0201 -0.3680 -0.0186
H6 0.9515 -0.9478 -2.0434
C2 -0.3037 1.1130 1.4110
N2 -0.6268 -0.2166 0.8448
C3 -2.0730 -0.3570 0.4324
O1 -2.3964 -1.6741 0.2394
H7 -0.5425 1.8772 0.6800
H8 0.7585 1.1605 1.6234
H9 -0.8824 1.2788 2.3152
H10 -0.3986 -0.9514 1.5130
H11 -2.6814 0.0319 1.2464
H12 -2.1958 0.2731 -0.4520
H13 -2.1044 -1.9881 -0.6234

Summary:
**Highest occupied orbital energy**: -14.505 eV
**Relative energy (zero: lowest compared OMol25 entry of this formula, charge and spin)**: 19.0 kcal per mole
**HOMO-LUMO gap**: 0.424 Ha
**M**: 93.150 Da
**Charge**: +1

Results of the natural (NBO) charge analysis, in e, for atoms 1 through 5:
1 C -0.420
2 N -0.864
3 H 0.199
4 H 0.207
5 H 0.211